# 1
Computed, not measured: 2 unconnected molecules or ions with the total composition C9H19N3O6, with ωB97M-V/def2-TZVPD.

```
37
Properties=species:S:1:pos:R:3:forces:R:3:nbo_charge:R:1
H -1.823101 -0.409934 0.766105 -0.1 0.0 -0.1 0.239
C -1.299675 2.310550 0.517590 0.0 -0.1 0.1 0.685
O -3.720584 -2.547177 -0.548149 0.0 0.4 0.3 -0.610
C 2.416602 -1.211261 0.871132 0.1 -0.2 -0.1 0.102
N -0.326890 3.234997 0.268798 0.1 0.0 0.1 -0.825
C 2.939211 -0.706007 -0.478040 0.0 -0.2 0.1 -0.174
H 1.732190 -2.046032 0.666213 0.1 0.1 0.0 0.182
H -0.062013 3.481742 -0.670119 -0.1 -0.1 0.1 0.391
H -2.168833 -1.288250 -1.986586 0.1 0.0 0.0 0.364
H 4.062766 -2.523822 1.386663 -0.1 0.1 0.0 0.215
N -1.580901 -0.902116 -1.249842 -0.7 -0.1 0.3 -0.828
C -3.131308 0.814925 -0.393381 -0.1 0.0 0.0 -0.391
H -3.814396 0.705616 -1.247170 0.1 0.0 0.1 0.205
H 3.520252 -1.519896 -0.933059 -0.1 0.1 0.0 0.222
C -2.435318 -0.532553 -0.133749 0.0 0.0 -0.1 -0.175
O -1.490974 1.860818 1.635468 0.0 0.2 -0.3 -0.626
C 3.535518 -1.657314 1.799208 0.0 -0.1 0.0 -0.637
O 0.896495 -1.345674 -1.617353 1.3 0.2 -0.1 -0.610
H 0.911378 0.716548 -2.537310 0.0 0.0 0.1 0.501
H -3.731118 1.076035 0.483911 0.1 0.0 -0.1 0.237
C -3.486902 -1.592811 0.158169 0.0 -0.2 -0.3 0.779
H 1.323037 -0.380597 2.260359 0.0 0.1 -0.1 0.480
O -4.168400 -1.350576 1.292720 -0.1 -0.2 0.0 -0.679
O 1.706960 0.710930 -1.979596 -0.2 0.0 -0.1 -0.690
C -2.136831 1.928099 -0.694547 -0.1 0.0 0.0 -0.513
H -1.471313 1.613207 -1.505681 0.0 0.1 0.1 0.232
H 3.272754 1.156551 0.210530 0.1 -0.1 0.0 0.373
H -4.820748 -2.066217 1.375261 0.1 0.1 0.0 0.493
H -2.666362 2.826105 -1.034857 0.1 -0.1 0.1 0.230
H 0.313528 3.450133 1.018270 -0.1 -0.1 -0.1 0.403
H -0.974266 -1.667767 -0.969552 -0.1 0.3 -0.2 0.386
H 4.069422 0.835856 -1.175901 0.0 0.0 0.1 0.367
C 1.734443 -0.503260 -1.397966 -0.2 -0.4 0.0 0.792
N 3.802418 0.440344 -0.280717 -0.1 0.2 -0.1 -0.822
H 3.128942 -1.951251 2.773692 0.0 0.1 -0.1 0.206
O 1.692424 -0.109668 1.412420 -0.1 -0.1 0.1 -0.738
H 4.251591 -0.850258 1.937058 0.0 0.0 0.0 0.232
```
Forces are in eV/Å.

Summary:
LUMO energy = 0.5 eV
HOMO = -0.339 Ha
Structure (SMILES) = C[C@@H](O)[C@H](N)C(=O)O.NC(=O)CC[C@H](N)C(=O)O
Net charge = 0



# 2
Computed, not measured: a molecular structure, C9H20B2F2NO10Tl2, with ωB97M-V/def2-TZVPD.

```
46
Properties=species:S:1:pos:R:3:forces:R:3:nbo_charge:R:1
H 4.744160 -11.591120 11.127750 0.8 0.2 -0.2 0.229
C 2.413830 -5.768040 4.796010 0.9 0.8 -2.0 0.418
O 3.811720 -8.811120 4.565100 0.3 -1.5 -0.5 -0.543
H 2.111220 -5.731470 2.617170 -0.1 -0.4 -0.3 0.247
C 3.522930 -9.817540 11.421370 -0.6 -2.4 4.0 0.435
H 4.976330 -10.853370 12.749730 -0.1 0.1 0.0 0.251
O 0.330150 -4.895700 10.010410 0.2 -0.6 -0.3 -0.187
H 1.714570 -6.652820 10.857990 0.0 0.4 0.3 0.241
F 1.439880 -5.926260 5.650400 -1.9 -0.7 3.5 -0.336
H 1.886700 -13.177090 4.655060 -2.5 -0.2 -4.0 0.175
C 5.146110 -8.474520 11.281850 5.2 0.8 -1.3 0.957
H 1.278760 -13.660640 6.156160 -3.5 -4.8 1.6 0.140
H 3.119060 -9.881600 10.410980 0.0 0.4 0.2 0.163
O 5.681770 -7.446680 10.914380 -0.4 -0.7 0.1 -0.385
C 1.166900 -8.056450 8.371300 0.6 2.5 1.5 -0.588
O 2.441200 -9.580650 7.074760 0.3 1.9 0.4 -0.431
H 2.030450 -12.055140 6.004480 0.4 4.4 0.4 -0.003
O 4.004580 -8.529360 11.790820 -4.8 0.1 0.5 -0.442
H 2.995160 -13.489080 6.129160 3.2 -1.9 3.5 0.115
C 1.726420 -6.259030 3.489930 1.6 0.6 0.8 -0.117
C 4.820330 -10.659530 11.688510 -2.0 0.7 -0.5 -0.115
H 3.081410 -5.482080 11.291200 -0.2 -0.1 0.0 0.293
Tl 0.376040 -13.168900 8.435830 1.0 0.4 -0.6 1.298
F 2.561610 -10.180260 12.372970 0.8 0.7 -1.8 -0.310
C 3.206050 -7.817620 4.336860 -1.2 2.0 0.9 0.994
N 1.514080 -4.703260 10.088750 -0.1 3.5 0.3 0.500
Tl 4.626870 -11.334410 6.389780 0.1 0.2 -0.3 1.106
O 0.463980 -10.247060 7.790190 -0.6 1.6 0.7 -0.420
B 2.082010 -13.092710 5.712880 1.8 2.8 -1.0 -0.495
C 1.350240 -9.386750 7.640610 0.3 -5.0 -1.8 0.751
H 1.615340 -8.304130 9.333410 -0.2 -0.4 0.2 0.254
O 3.472390 -6.672740 5.049100 -0.7 -0.3 -0.7 -0.475
H 3.085260 -12.676910 8.237100 0.1 -2.7 -3.1 -0.027
H 2.796680 -4.761630 4.965280 0.2 0.0 -0.8 0.211
O 2.116190 -7.644770 3.556290 0.9 -0.6 -0.3 -0.422
B 3.187030 -12.023660 9.089830 1.3 -2.1 -1.0 -0.710
C 2.382820 -5.852220 10.540820 0.7 -0.4 -0.1 -0.459
H 0.161800 -7.663760 8.525180 -0.2 -0.6 -0.5 0.302
H 2.947000 -6.145810 9.655610 0.1 0.2 -0.1 0.241
H 1.835510 -7.301190 7.958210 -0.2 -0.2 -0.6 0.272
H 2.218990 -11.621170 9.345020 -4.6 2.7 1.8 0.083
O 5.727640 -9.691650 11.205840 1.2 0.3 -0.8 -0.441
O 2.076350 -3.586530 9.951020 -0.5 -2.8 0.2 -0.151
H 3.881450 -11.222660 8.888780 2.0 3.9 -1.3 0.044
H 3.394640 -12.614330 9.968610 0.3 -2.4 3.2 0.085
H 0.646780 -6.168920 3.609830 0.1 -0.2 -0.3 0.251
```
Forces are in eV/Å.

Summary:
LUMO energy = -16.9 eV
ΔE to the lowest compared entry with this formula, charge and spin = 17.74 kcal per mole
HOMO = -0.707 Ha
Net charge = +3



# 3
Computed, not measured: a molecular structure, C9H20BF4N2PbSSbSe4, with ωB97M-V/def2-TZVPD.

```
43
Properties=species:S:1:pos:R:3:forces:R:3:nbo_charge:R:1
Se -1.299019 6.250333 5.789040 0.1 -0.1 -0.3 -0.781
C 2.277381 -1.220867 -2.433560 -0.3 -0.2 -0.2 -0.403
H 0.312081 -0.988567 -3.297860 -0.1 0.0 0.1 0.211
H 0.867281 -1.012367 0.137240 -0.1 0.0 -0.1 0.382
N 0.736881 -0.050767 0.408240 0.0 -0.4 -0.5 -0.578
Pb -1.865419 3.159633 1.401740 -0.7 -0.2 0.0 0.875
C 2.528181 -2.551367 -3.141460 0.2 0.2 0.2 -0.393
H 0.334181 1.134033 2.065740 0.1 0.1 0.0 0.272
F -4.858919 0.300233 -2.505160 -0.2 -0.4 -0.9 -0.583
B -4.696819 0.771733 -1.208160 0.2 0.1 0.0 1.331
H 2.732881 -1.241267 -1.441360 0.1 0.1 0.0 0.198
C 0.785981 0.174533 1.829840 0.1 0.1 0.6 -0.254
Se -1.136119 5.712833 1.632440 0.5 0.2 0.6 -0.755
H 1.968781 -3.336867 -2.629160 -0.1 -0.1 -0.1 0.193
F -5.136419 -0.190167 -0.307660 -0.3 -0.6 0.6 -0.581
H 0.358281 1.164633 -2.505060 -0.1 0.0 0.2 0.423
H 4.372781 -3.056367 -2.138560 0.1 0.0 0.1 0.202
C 0.515981 0.846833 -0.546260 0.2 0.4 -0.2 0.348
F -5.413419 1.942533 -1.040560 -0.5 0.7 0.1 -0.574
H 4.589481 -2.126367 -3.622760 0.1 0.1 0.0 0.200
H -1.803119 0.051633 2.918940 0.0 0.1 0.2 0.222
C 4.009081 -2.916167 -3.152960 -0.3 0.0 -0.1 -0.598
C 0.080681 -0.928067 2.611640 -0.3 0.2 0.0 -0.398
H -1.738319 -0.323867 0.453440 -0.1 0.1 -0.1 0.222
H 0.456381 -1.905167 2.285240 0.1 -0.1 0.1 0.169
C 0.778781 -0.896667 -2.314560 0.4 -0.1 0.1 -0.218
H 2.157681 -2.485567 -4.168060 -0.1 -0.1 0.0 0.193
H -1.833419 -1.685167 3.193540 0.0 0.1 0.1 0.188
H 2.753081 -0.420167 -3.001760 0.1 0.1 0.1 0.201
Sb -0.103319 5.148133 3.988940 -0.2 -0.4 -0.3 1.105
H 1.834481 0.221633 2.142840 0.0 0.1 0.0 0.193
F -3.338619 1.023133 -0.993660 0.8 0.1 0.2 -0.583
H -3.121119 -1.072167 1.173640 -0.2 0.0 -0.1 0.246
S 0.313881 2.504533 -0.295060 0.4 0.3 0.1 -0.255
C -1.448919 -0.903267 2.531240 0.1 -0.1 -0.2 -0.400
Se -0.875219 2.637133 3.861340 0.3 0.7 0.3 -0.814
C -2.036919 -1.106267 1.141740 0.0 0.1 0.1 -0.618
N 0.539981 0.440033 -1.831060 -0.1 -0.3 -0.2 -0.590
H 0.284281 -1.618767 -1.656560 -0.1 0.0 -0.1 0.192
Se 2.324981 5.251233 3.980640 -0.4 0.0 -0.1 -0.786
H -1.743519 -2.068667 0.723840 0.1 -0.2 -0.1 0.170
H 4.178081 -3.840067 -3.700460 0.1 -0.1 -0.1 0.201
H 0.357081 -0.789767 3.660440 0.1 -0.1 -0.1 0.224
```
Forces are in eV/Å.

Summary:
LUMO energy = 3.5 eV
ΔE to the lowest compared entry with this formula, charge and spin = 18.80 kcal per mole
HOMO = -0.075 Ha
Net charge = -2



# 4
Computed, not measured: a molecular structure, C9H20Br3NOV, with ωB97M-V/def2-TZVPD.

```
35
Properties=species:S:1:pos:R:3:forces:R:3:lowdin_spin:R:1
H 1.141107 2.106359 2.732579 0.3 0.4 -0.2 0.000
C -2.302513 -0.802561 2.218179 1.9 1.9 -1.2 0.000
C -0.447533 -0.927961 0.524749 0.5 1.3 -1.0 0.000
H 0.176847 2.325649 -0.022111 0.0 -0.6 -0.1 0.000
H 0.859927 0.378739 -1.801491 -0.5 0.2 0.0 0.000
H -1.952313 -1.798691 2.488689 -0.1 0.3 0.2 0.000
H -0.609083 0.790779 3.498919 0.4 0.2 -0.1 0.000
H -0.082753 3.215549 1.373249 -1.6 0.2 0.0 0.000
H -1.182323 -1.554321 -2.966031 -0.1 -0.4 0.4 0.000
H -1.961183 1.940309 1.877679 -1.1 -0.8 -0.1 0.000
H 0.536387 -0.071791 -3.463531 -0.6 0.6 0.3 0.000
H 1.717597 1.216569 1.352469 -0.2 -1.0 0.3 0.000
H 0.653847 -0.358281 2.861029 -0.6 -0.4 0.6 0.000
C -0.035743 0.454989 2.634849 1.0 -2.7 -0.9 0.000
H -0.130163 -1.855231 1.001799 -0.1 0.2 0.1 0.000
H -2.095593 -0.504211 -0.962491 0.0 0.5 0.5 0.000
H -1.818153 -2.129421 -0.581601 0.0 -0.3 -0.1 0.000
C -0.204133 2.201779 0.991609 3.7 0.6 -0.3 0.000
Br 3.964117 -1.846671 -4.127131 1.5 -3.9 -4.3 0.062
C 0.817497 1.459379 1.917249 -0.4 1.7 0.2 0.000
V 3.672857 -0.255631 -2.734571 -4.6 0.0 -2.8 0.975
H -1.915743 1.247599 0.138889 -0.4 0.3 0.4 0.000
H 0.442927 -0.396311 0.189309 0.2 -0.1 0.2 0.001
C -1.280133 -1.198091 -0.758401 -0.9 -0.6 -0.5 0.000
O 2.196987 -0.218521 -3.044571 -3.4 2.4 -2.1 -0.076
Br 5.492117 0.113039 -2.043781 11.5 4.0 4.1 0.001
C -1.422553 1.400539 1.098829 -1.6 -0.6 -0.3 0.000
H -0.625353 0.915529 -2.662191 -0.8 -0.1 0.5 0.000
Br 3.221357 -1.675981 -1.135581 -1.3 -3.1 4.6 0.039
C -0.503133 -1.263451 -2.164661 -0.6 0.6 2.8 0.000
H -2.976653 -0.829541 1.362079 -0.3 -0.1 0.4 0.000
H 0.272537 -1.999651 -1.953851 0.3 0.0 -0.8 0.000
N -1.064163 -0.020971 1.622399 -0.5 0.1 -0.1 0.000
H -2.624713 -0.151051 3.030459 -0.4 -0.5 0.0 0.000
C 0.067837 0.091539 -2.493021 -1.1 0.0 -0.6 -0.002
```
Forces are in eV/Å.

Summary:
Expectation value of S² = 0.76
LUMO energy (spin up / spin down) = -0.4 / -0.4 eV
ΔE to the lowest compared entry with this formula, charge and spin = 129.79 kcal per mole
HOMO (spin up / spin down) = -0.247 / -0.273 Ha
Net charge = 0
Multiplicity = 2



# 5
Computed, not measured: 4 unconnected molecules or ions with the total composition C9H20BrIO8S, with ωB97M-V/def2-TZVPD.

```
40
Properties=species:S:1:pos:R:3:forces:R:3:nbo_charge:R:1
H 2.939663 -1.225882 -0.849544 0.1 0.0 0.1 0.253
H 3.412793 -1.064264 -6.383114 0.0 0.0 0.0 0.163
H 2.072315 -1.330693 -5.251754 0.0 0.0 0.0 0.205
H -4.457643 -2.225627 2.498039 0.0 0.0 -0.1 0.168
S -0.338056 -0.621791 -2.168384 0.2 -0.4 0.1 2.388
H -0.845290 2.752895 -1.587633 -0.2 0.0 -0.1 0.224
O 3.794525 -0.737733 -4.355785 0.0 -0.2 -0.1 -0.737
H -2.671263 1.321556 4.646722 0.0 -0.1 -0.1 0.474
O 0.367269 -0.774089 -3.401965 0.0 0.0 -0.1 -0.936
H -4.453433 -0.936334 4.424432 0.0 0.0 0.1 0.467
H 3.378970 -2.523689 -5.361451 0.0 0.0 0.0 0.161
H -5.119626 -0.589914 2.227035 0.0 0.0 -0.1 0.164
H 4.743206 -0.840900 -4.466969 0.0 0.0 0.0 0.467
O -3.752497 -0.750269 3.794309 0.0 0.1 -0.2 -0.743
C 2.345783 -0.472035 -1.364912 0.0 -0.3 -0.1 -0.560
O -1.012781 0.806299 -2.165554 0.0 0.1 0.2 -0.685
Br 3.227430 1.990145 -2.663182 -0.1 0.2 -0.1 -0.025
C 0.898455 -0.602357 -0.821956 0.3 0.5 0.0 -0.525
O -1.856352 1.679965 5.015029 0.0 0.0 0.1 -0.736
H 0.678203 1.875355 -1.716924 0.3 0.3 0.0 0.195
O 3.680747 1.083641 -0.141392 0.1 0.2 0.5 -0.497
O -1.333313 -1.574553 -1.801552 -0.1 0.1 0.0 -0.911
C -0.347919 1.813335 -1.380596 0.0 -0.1 -0.2 -0.099
H -0.990393 -0.187885 4.907993 0.1 -0.2 0.1 0.168
H -0.246664 0.956980 6.050313 0.0 0.1 0.0 0.178
H -3.442450 -0.963593 1.779885 0.0 0.0 0.0 0.201
H 0.808993 -1.628404 -0.484168 0.0 -0.2 -0.2 0.285
H 2.391254 -0.706406 -2.424399 -0.1 0.0 0.0 0.306
H 1.420098 0.716950 0.863661 0.3 0.0 -0.2 0.253
H -2.127025 1.597016 1.073679 0.1 -0.1 0.1 0.488
C -4.228628 -1.158127 2.503754 0.0 0.1 0.3 -0.256
C 3.141518 -1.457586 -5.400402 0.0 0.0 0.0 -0.255
C 0.542513 0.300128 0.388361 -0.8 -0.5 0.2 -0.329
I -0.270812 -0.951976 1.956253 0.2 0.1 0.1 0.126
C -0.444969 1.444286 0.080046 -0.7 0.0 0.3 0.021
H -1.791857 0.177553 6.453982 0.1 0.0 0.1 0.157
C -1.186051 0.591829 5.643214 -0.3 0.1 -0.2 -0.243
C 3.098293 0.806688 -1.128339 0.1 -0.1 -0.2 0.537
H -0.219465 2.314200 0.694571 0.4 0.0 0.0 0.203
O -1.805541 1.095287 0.318694 0.1 0.2 -0.1 -0.715
```
Forces are in eV/Å.

Summary:
LUMO energy = 0.2 eV
ΔE to the lowest compared entry with this formula, charge and spin = 0.00 kcal per mole
HOMO = -0.353 Ha
Structure (SMILES) = O=C(Br)C[C@H]1[C@H](I)[C@H](O)COS1(=O)=O.CO.CO.CO
Net charge = 0



# 6
Computed, not measured: 2 unconnected molecules or ions with the total composition C9H20BrN, with ωB97M-V/def2-TZVPD.

```
31
Properties=species:S:1:pos:R:3:forces:R:3:nbo_charge:R:1
H -0.658917 1.591192 -0.090930 -0.5 0.5 0.0 0.198
C 0.396351 0.156146 1.771007 -1.6 0.9 -0.8 -0.216
H 0.313288 -0.231274 2.786445 0.0 -0.9 -0.4 0.237
C -0.921855 -1.930050 1.044068 0.2 0.4 0.6 -0.408
H 0.724162 -0.200253 -1.252633 0.0 1.0 0.1 0.220
H -0.662893 -2.248743 2.053750 0.3 -0.4 -0.3 0.225
H -1.962516 -1.619921 1.138643 0.2 1.1 -0.3 0.214
C -1.959847 2.866750 -2.038155 -0.8 -0.5 -0.8 -0.617
H -0.490404 1.376278 -2.685689 0.2 0.2 0.2 0.207
C 1.520590 -1.511910 0.654686 0.1 -1.3 -1.6 -0.258
H 3.371603 -0.775559 1.430352 0.0 0.0 -0.1 0.243
H -2.171859 0.614139 -0.228791 0.1 0.0 0.1 0.220
H -2.450284 3.218402 -2.945847 0.5 -0.3 -0.5 0.221
H -0.613201 -1.162807 -1.364285 -0.4 -0.3 0.6 0.239
H 2.975397 -0.093436 -0.153484 -0.1 -0.1 0.1 0.219
H 1.573059 -2.342484 1.358596 -0.3 0.4 0.6 0.280
H 1.717705 1.493751 0.745340 -0.3 0.3 0.2 0.212
H -0.945366 -2.738123 0.312927 0.8 -0.1 0.2 0.276
H -2.042719 0.675697 -2.627165 -0.5 0.4 -0.1 0.212
C -1.224509 0.882771 -0.696212 2.4 -1.3 -0.4 -0.414
H -1.204361 3.615565 -1.800194 0.1 -0.3 0.2 0.212
H -0.371795 0.927641 1.717678 0.1 0.0 0.1 0.222
H 1.673197 -2.100884 -0.249708 -0.5 0.1 -0.3 0.277
C -0.238699 -0.336388 -0.760231 -0.2 0.3 1.0 -0.199
C 2.558324 -0.413715 0.801278 -0.2 -0.8 0.6 -0.433
Br 1.238225 -5.015783 0.048448 -0.1 0.5 0.1 -0.972
H 2.205438 1.094549 2.372704 0.1 -0.1 0.0 0.237
C -1.414254 1.399063 -2.107687 -0.5 1.2 0.1 -0.402
H -2.810244 2.976581 -1.365192 0.3 -0.3 0.6 0.208
C 1.758621 0.679786 1.469140 0.7 1.6 0.0 -0.433
N 0.117763 -0.846982 0.661137 0.0 -2.4 0.4 -0.228
```
Forces are in eV/Å.

Summary:
LUMO energy = 0.1 eV
ΔE to the lowest compared entry with this formula, charge and spin = 28.18 kcal per mole
HOMO = -0.245 Ha
Net charge = 0